# 1
The following is a DFT calculation (ωB97M-V/def2-TZVPD) of C5H14N7O2V as an isolated structure.

Values from the calculation:
- LUMO (spin up / spin down) (eV) = -2.90 / -3.11
- total charge = +1
- multiplicity = 4
- highest occupied orbital energy (spin up / spin down) (eV) = -11.1 / -12.4

The geometry in XYZ format:
```
29
Properties=species:S:1:pos:R:3:forces:R:3:nbo_charge:R:1
V -0.073026 -0.025195 -0.000004 -0.6 0.0 0.0 1.20
C 5.086967 1.948686 -0.000004 0.0 -0.1 0.0 -0.43
N 4.166457 0.814312 -0.000001 0.1 -0.1 0.0 -0.40
C 4.702136 -0.547544 0.000001 0.0 0.1 0.0 -0.42
C 2.829355 0.963417 -0.000003 -0.2 0.3 0.0 0.66
N 1.969439 -0.000436 -0.000005 0.5 0.0 0.0 -0.84
N 2.388152 2.292315 -0.000001 0.0 0.0 0.0 -0.60
C 1.108572 2.797448 0.000002 0.0 -0.5 0.0 0.67
N 1.058792 4.140321 0.000005 0.0 0.1 0.0 -0.78
N 0.044580 2.037590 0.000002 0.4 0.7 0.0 -0.86
H 6.099801 1.562259 -0.000003 0.0 0.0 0.0 0.25
H 4.976125 2.562790 0.896888 0.0 0.0 0.0 0.21
H 4.976126 2.562786 -0.896898 0.0 0.0 0.0 0.21
H 5.784684 -0.486122 0.000014 0.0 -0.1 0.0 0.23
H 4.390830 -1.096468 -0.890310 0.0 0.0 0.0 0.22
H 4.390796 -1.096438 0.890313 0.0 0.0 0.0 0.22
H 2.412783 -0.910508 -0.000007 -0.1 -0.1 0.0 0.40
H 3.115420 2.984510 -0.000001 0.0 0.0 0.0 0.41
H 1.885391 4.710573 0.000006 0.0 0.0 0.0 0.41
H 0.173507 4.613760 0.000007 0.0 0.0 0.0 0.42
H -0.786834 2.616600 0.000006 -0.1 0.0 0.0 0.38
N -2.295380 -0.258543 0.000002 0.0 -0.2 0.0 -0.67
N -2.491140 -1.651569 -0.000001 0.2 -0.1 0.0 -0.52
C -1.402390 -2.530703 -0.000006 0.8 0.4 0.0 0.88
O -1.578978 -3.714846 -0.000008 -0.1 -0.1 0.0 -0.60
O -0.214615 -1.910202 -0.000008 -0.8 -0.6 0.0 -0.81
H -2.742394 0.140001 0.820173 0.0 0.1 0.0 0.38
H -2.742400 0.140006 -0.820163 0.0 0.1 0.0 0.38
H -3.422457 -2.028802 0.000002 -0.1 0.0 0.0 0.40
```
Forces are in eV/Å.

***

# 2
The following is a DFT calculation (ωB97M-V/def2-TZVPD) of a 2-piece molecular cluster, C5H14NO overall.

Values from the calculation:
- LUMO (eV) = 3.95
- total charge = -1
- highest occupied orbital energy (eV) = -2.5
- energy above the lowest of the compared OMol25 structures with the same formula, charge and spin (kcal/mol) = 4.2

The geometry in XYZ format:
```
21
Properties=species:S:1:pos:R:3:forces:R:3:nbo_charge:R:1
C 0.628364 -1.171995 -2.475878 0.0 -0.7 0.0 -0.60
C 0.302993 -0.625715 -1.085433 0.2 0.0 -0.4 -0.23
C 0.203662 0.893573 -1.058514 0.3 0.2 -0.4 -0.61
C -0.970436 -1.248368 -0.532402 0.1 0.3 0.3 -0.62
H 0.721110 -2.266303 -2.415691 0.0 0.1 0.0 0.19
H -0.165512 -1.000704 -3.210894 0.0 0.3 0.0 0.18
H 1.581343 -0.812820 -2.870270 -0.1 0.2 0.0 0.19
H 1.121244 -0.897793 -0.417925 -0.1 0.0 0.2 0.24
H 0.122810 1.245988 -0.034642 -0.3 -0.1 0.1 0.26
H -0.631824 1.243594 -1.678955 -0.1 0.0 0.2 0.17
H 1.100303 1.382911 -1.465948 0.0 -0.3 -0.1 0.18
H -0.930977 -2.338233 -0.546783 -0.1 -0.1 -0.2 0.18
H -1.028077 -0.938887 0.515021 -0.1 0.0 -0.1 0.27
H -1.847041 -0.889648 -1.087628 0.0 -0.2 0.0 0.17
N -0.812994 1.564736 2.499181 -0.4 0.2 -0.3 -0.92
C 0.554308 0.917344 2.556979 0.2 -0.7 0.0 0.14
O 0.652777 -0.230456 1.881563 -0.3 0.3 0.1 -0.95
H -1.479216 0.866309 2.193159 0.2 -0.3 -0.2 0.34
H -1.142499 1.819189 3.417934 0.1 0.1 0.4 0.32
H 1.240506 1.703847 2.171169 0.1 0.2 0.1 0.06
H 0.779158 0.783431 3.645956 0.1 0.2 0.2 0.04
```
Forces are in eV/Å.

***

# 3
The following is a DFT calculation (ωB97M-V/def2-TZVPD) of a 3-piece molecular cluster, C5H14NO overall.

Values from the calculation:
- LUMO (spin up / spin down) (eV) = -2.37 / -2.37
- total charge = 0
- multiplicity = 2
- highest occupied orbital energy (spin up / spin down) (eV) = -7.4 / -7.3
- energy above the lowest of the compared OMol25 structures with the same formula, charge and spin (kcal/mol) = 213.5

The geometry in XYZ format:
```
21
Properties=species:S:1:pos:R:3:forces:R:3:nbo_charge:R:1
C -1.916363 1.653620 1.058478 -0.7 -2.3 -1.1 -0.64
C -0.913136 1.006601 0.082942 0.0 2.4 -1.8 -0.05
C -0.432165 -0.435182 0.182648 2.7 1.8 0.2 -0.56
C 0.490542 -0.761575 -0.997733 -2.3 -4.2 -0.2 0.01
C 1.646738 -1.713063 -1.052385 0.9 -0.9 0.3 -0.71
O 1.510878 -1.270984 1.775541 0.0 0.5 -0.3 -1.12
N -0.874109 1.530426 -1.293166 -0.8 -1.6 -1.3 -0.64
H -1.719930 2.633799 1.472569 0.5 0.0 -0.2 0.23
H -2.035605 0.896354 1.837763 -0.3 0.5 0.3 0.23
H -2.841136 1.685816 0.451506 0.0 0.2 0.7 0.21
H 1.475341 -0.503451 2.358531 0.3 -0.2 0.4 0.42
H -1.116062 -1.271039 0.347425 0.0 0.2 0.0 0.28
H 0.382556 -0.505427 1.026290 -0.7 -0.8 0.3 0.35
H 1.031592 0.332703 -1.075734 1.4 2.4 -0.7 -0.03
H -0.132330 -1.014071 -1.858817 0.4 1.7 -0.7 0.23
H 2.365348 -1.429963 -0.236687 -0.1 -0.1 -1.0 0.31
H 1.435057 -2.751263 -0.696885 -0.6 0.8 -0.2 0.28
H 1.986192 -1.848456 -2.157110 -0.2 0.6 2.1 0.21
H 1.609490 0.865849 -1.432983 -1.1 -0.9 0.5 0.36
H -1.531568 2.234963 -1.590174 -0.5 0.6 0.8 0.34
H -0.076606 1.796677 -0.085746 1.1 -0.7 1.9 0.29
```
Forces are in eV/Å.

***

# 4
The following is a DFT calculation (ωB97M-V/def2-TZVPD) of a 2-piece molecular cluster, C5H14NO overall.

Values from the calculation:
- LUMO (eV) = -3.73
- total charge = +1
- highest occupied orbital energy (eV) = -12.8
- energy above the lowest of the compared OMol25 structures with the same formula, charge and spin (kcal/mol) = 30.0

The geometry in XYZ format:
```
21
Properties=species:S:1:pos:R:3:forces:R:3:nbo_charge:R:1
O 0.369354 -0.146675 -0.464385 -0.3 0.2 0.2 -0.59
C 1.708834 0.309995 -0.229066 0.4 0.5 0.4 -0.07
C 0.390005 -1.195684 -1.442785 -0.5 -0.5 -0.4 -0.07
C 2.628654 -0.720075 -0.873105 0.5 -0.1 0.2 -0.44
C 1.782104 -1.172344 -2.061995 0.1 -0.1 -0.5 -0.44
H 1.841414 1.308215 -0.688875 -0.1 -0.4 0.1 0.17
H 1.856794 0.419915 0.862484 0.0 -0.1 -0.5 0.18
H 0.189114 -2.164124 -0.945565 0.1 0.4 -0.1 0.17
H -0.424995 -1.015214 -2.169875 0.4 0.0 0.3 0.19
H 3.613913 -0.301535 -1.155095 -0.6 -0.2 0.1 0.24
H 2.807744 -1.566924 -0.183015 -0.1 0.4 -0.3 0.21
H 2.083104 -2.150994 -2.482825 -0.2 0.5 0.3 0.24
H 1.832524 -0.425445 -2.877495 0.0 -0.3 0.4 0.21
C -2.568384 0.937005 2.562044 0.0 -0.2 1.1 -0.43
N -2.601534 1.271054 1.103454 -0.1 0.1 -0.4 -0.68
H -3.458114 1.346525 3.069273 0.4 -0.1 -0.4 0.24
H -1.667125 1.364585 3.032694 -0.4 -0.1 -0.4 0.25
H -2.554455 -0.156675 2.704454 0.0 0.5 -0.3 0.25
H -3.449844 0.869915 0.655064 0.7 0.3 0.2 0.45
H -2.614774 2.301574 0.963974 0.0 -0.8 0.0 0.45
H -1.764325 0.886905 0.620644 -0.2 0.1 0.1 0.47
```
Forces are in eV/Å.

***

# 5
The following is a DFT calculation (ωB97M-V/def2-TZVPD) of a 2-piece molecular cluster, C5H14NO overall.

Values from the calculation:
- LUMO (eV) = -7.65
- total charge = +1
- highest occupied orbital energy (eV) = -12.4
- energy above the lowest of the compared OMol25 structures with the same formula, charge and spin (kcal/mol) = 114.9

The geometry in XYZ format:
```
21
Properties=species:S:1:pos:R:3:forces:R:3:nbo_charge:R:1
C 0.872148 -0.472770 -0.774945 1.8 1.1 -0.7 -0.23
O 0.211531 0.367026 -1.753832 -0.5 -0.9 1.3 -0.62
C -0.173981 -1.177863 -0.007434 -2.1 0.4 -1.2 0.42
C -1.203111 -0.506667 0.742239 0.7 1.5 -0.3 -0.57
C -1.283695 -0.522622 2.357320 1.2 -1.0 -0.9 -0.31
C 0.085694 -0.758558 3.002341 1.3 -1.0 -0.7 -0.64
N 1.208413 2.805030 -3.572706 0.1 0.3 -0.3 -1.07
H 1.469184 0.220430 -0.184437 -0.1 0.0 0.4 0.25
H 1.577727 -1.078154 -1.344076 -0.2 -0.6 0.5 0.23
H -0.241123 -0.257484 -2.327133 -0.2 0.2 -0.7 0.48
H -0.477372 -2.154627 -0.389199 0.6 -0.4 0.4 0.22
H -1.090573 0.565704 0.507465 0.1 -0.2 0.0 0.28
H -2.158720 -0.870605 0.359865 -0.1 -0.2 0.2 0.29
H -1.681749 0.457390 2.582910 -0.7 -0.4 0.4 0.25
H -1.858640 -1.434821 2.473634 -0.7 0.6 0.9 0.24
H 0.116500 -1.640453 3.643837 -0.6 0.4 0.5 0.25
H 0.800136 -1.116438 2.251793 0.0 0.3 -0.2 0.18
H 0.633359 0.048587 3.476315 -0.6 0.4 0.2 0.25
H 1.065043 2.234344 -2.755293 -0.1 -0.1 -0.1 0.35
H 0.331924 2.966398 -4.048450 -0.2 0.0 0.2 0.36
H 1.797305 2.326153 -4.240213 0.2 -0.1 0.1 0.36
```
Forces are in eV/Å.

***

# 6
The following is a DFT calculation (ωB97M-V/def2-TZVPD) of a 2-piece molecular cluster, C5H14NO overall.

Values from the calculation:
- LUMO (eV) = -5.04
- total charge = +1
- highest occupied orbital energy (eV) = -14.9
- energy above the lowest of the compared OMol25 structures with the same formula, charge and spin (kcal/mol) = 37.4

The geometry in XYZ format:
```
21
Properties=species:S:1:pos:R:3:forces:R:3:nbo_charge:R:1
C -1.365666 -1.873090 0.806354 -0.9 -0.4 -0.6 -0.63
C 0.133753 -1.990549 0.969513 -0.4 1.2 0.0 -0.40
C 0.781926 -0.616780 1.197693 0.3 -0.4 -0.4 -0.42
C 0.438959 0.428008 0.147127 0.3 -0.1 0.5 -0.25
C 0.714117 0.628924 -2.262655 0.5 0.3 -0.8 0.14
N 0.983530 0.032259 -1.178692 -1.1 -0.2 -0.4 -0.38
H -1.875108 -2.831132 0.844749 0.2 -0.4 0.1 0.24
H -1.868783 -1.292923 1.571373 0.2 0.4 0.2 0.22
H -1.675602 -1.491910 -0.177171 0.2 0.2 0.2 0.19
H 0.345997 -2.613568 1.825509 0.4 -0.3 0.0 0.24
H 0.541960 -2.399798 0.058582 0.3 -0.7 -0.2 0.18
H 0.518697 -0.264157 2.182209 -0.2 0.4 0.2 0.25
H 1.864511 -0.699677 1.193293 0.3 -0.2 0.2 0.22
H -0.640988 0.496362 0.015901 0.1 0.4 0.1 0.24
H 0.926851 1.383032 0.386741 -0.5 -0.1 -0.1 0.26
H 1.147748 0.249328 -3.178489 -0.1 -0.2 -0.1 0.22
H 0.116783 1.529866 -2.359394 0.1 0.1 0.6 0.23
H 1.393983 -0.889217 -1.308718 0.5 0.1 0.5 0.44
H -1.307040 3.639573 -0.710162 0.3 0.3 0.3 0.47
H -0.653268 4.739538 0.148673 0.0 -0.2 -0.1 0.49
O -0.522361 3.835913 -0.172434 -0.3 -0.2 -0.3 -0.96
```
Forces are in eV/Å.

***

What did we get for electronic energy? Answer: -1676.578210; -328.887014; -328.496945; -328.638389; -328.503181; -328.626573 a.u., in the order shown.
What did we get for max |F|? Answer: 0.94; 0.71; 4.77; 1.12; 2.44; 1.26 eV/Å, in the order shown.